# 1
C5H12S2 | ωB97M-V/def2-TZVPD

```
19
Properties=species:S:1:pos:R:3:lowdin_charge:R:1
C -0.46 1.33 -1.22 -0.363
C -0.77 2.48 -0.30 -0.127
C 0.92 0.80 -0.91 -0.757
S 1.45 -0.61 -1.74 0.726
S -0.81 -0.27 1.61 0.708
C 0.28 -1.71 1.66 -0.661
C -0.03 -2.60 0.45 -0.221
H -1.14 0.50 -1.13 0.072
H -0.59 1.57 -2.28 0.106
H -1.34 3.25 -0.68 0.043
H -1.12 2.11 0.64 0.006
H 0.12 3.04 0.03 0.088
H 0.89 0.66 0.22 0.061
H 1.67 1.58 -1.02 0.080
H 0.04 -2.24 2.58 0.056
H 1.33 -1.47 1.68 0.060
H -1.00 -3.08 0.55 0.066
H -0.20 -2.00 -0.44 -0.012
H 0.76 -3.33 0.31 0.071
```

Properties
net charge: 0
gap between HOMO and LUMO: 4.565 eV
total energy: -993.9080 a.u.
HOMO energy: -8.24 eV

=====

# 2
C5H12Si | ωB97M-V/def2-TZVPD

```
18
Properties=species:S:1:pos:R:3:lowdin_charge:R:1
C 0.89 -2.30 0.50 -0.052
C 0.67 -1.46 -0.49 -0.230
Si -0.07 0.24 -0.15 0.523
C -0.47 0.46 1.70 -0.215
C -1.69 0.25 -1.25 -0.197
C 1.14 1.64 -0.57 -0.182
H 0.40 -2.05 1.39 0.010
H 1.41 -3.23 0.42 0.053
H 0.95 -1.50 -1.50 0.038
H -1.14 1.38 1.87 0.057
H 0.49 0.60 2.22 0.025
H -0.90 -0.39 2.25 0.014
H -2.18 -0.74 -1.10 0.025
H -1.17 0.28 -2.22 0.007
H -2.41 1.13 -1.08 0.045
H 0.82 2.01 -1.51 -0.003
H 1.09 2.46 0.17 0.041
H 2.15 1.20 -0.66 0.040
```

Properties
net charge: 0
gap between HOMO and LUMO: 10.646 eV
total energy: -487.1759 a.u.
SMILES: C=C[Si](C)(C)C
HOMO energy: -9.65 eV

=====

# 3
C5H12Si | ωB97M-V/def2-TZVPD

```
18
Properties=species:S:1:pos:R:3:lowdin_charge:R:1
C -0.79 -1.73 1.61 -0.088
C -0.99 -0.29 1.16 -0.180
C -0.68 0.43 0.07 -0.475
C -1.20 1.82 0.04 -0.147
Si 0.30 -0.29 -1.38 0.712
C 2.08 0.46 -1.02 -0.217
H -1.64 -2.27 2.03 0.081
H -0.40 -2.32 0.90 0.001
H -0.11 -1.60 2.38 0.056
H -1.32 0.42 1.97 0.100
H -0.47 2.61 -0.29 0.084
H -2.21 1.87 -0.52 0.096
H -1.65 1.89 1.07 0.064
H -0.52 0.15 -2.50 -0.046
H 0.22 -1.66 -1.05 -0.060
H 2.10 1.33 -0.43 -0.004
H 2.73 -0.20 -0.40 0.037
H 2.59 0.62 -1.94 -0.012
```

Properties
net charge: 0
gap between HOMO and LUMO: 9.721 eV
total energy: -487.1231 a.u.
SMILES: C/C=C(/C)[SiH2]C
HOMO energy: -8.79 eV